Below is 2 unconnected molecules or ions with the total composition C2H5O3 in a non-equilibrium geometry, with properties calculated with ωB97M-V with the def2-TZVPD basis set.

Atoms and positions in Å:
O (-1.9594, -0.3353, -0.4295)
O (-0.6992, -0.5670, 1.4577)
O (1.4834, -0.0609, 0.3623)
C (1.1556, 0.8318, -0.7199)
C (-1.6434, -0.7766, 0.7007)
H (0.4132, 1.5962, -0.4448)
H (2.0989, 1.3500, -0.9540)
H (0.6342, -0.5271, 0.5841)
H (-2.1912, -1.7260, 0.9560)
H (0.7080, 0.2149, -1.5127)

Computed properties:
Frontier orbital gap (alpha / beta), eV: 10.5 / 5.2
Energy above the lowest of the compared OMol25 structures with the same formula, charge and spin, kcal per mole: 38.2
2S+1: 2
Calculated total energy, a.u.: -304.803097

Below is a molecular structure, C28H56O56S14 in a non-equilibrium geometry, with properties calculated with ωB97M-V with the def2-TZVPD basis set.

Atoms and positions in Å:
S (-21.0813, -14.7343, 2.2610)
S (-21.0059, -20.6349, 4.3820)
S (-18.7130, -18.6054, -0.5413)
S (-19.0034, -9.1067, -0.1928)
S (-23.4610, -16.1571, 7.3909)
S (-23.8542, -11.1447, 3.3615)
S (-18.7310, -12.0530, 7.1098)
S (-22.1690, -16.3566, -3.6514)
S (-20.5494, -7.5293, 4.3628)
S (-17.4647, -15.2557, 4.7183)
S (-16.3507, -13.9859, -0.8769)
S (-15.3087, -10.6442, 2.9840)
S (-23.3983, -12.8886, -1.1008)
S (-25.4271, -17.2494, 1.4530)
O (-18.6355, -15.1324, 5.4381)
O (-22.3229, -14.6604, 1.6260)
O (-23.8940, -14.3558, -0.9082)
O (-14.2156, -11.6102, 3.4849)
O (-20.9278, -15.1449, 3.6069)
O (-19.7078, -8.0405, 3.1133)
O (-16.3892, -14.3069, 4.7218)
O (-19.4787, -19.0143, 0.7156)
O (-15.7100, -10.1861, 4.4071)
O (-26.3865, -18.2221, 1.7848)
O (-17.6058, -13.2883, -1.1962)
O (-16.2957, -11.4913, 2.4033)
O (-23.7028, -12.7129, -2.6548)
O (-24.3019, -12.0272, -0.4060)
O (-14.8370, -9.5460, 2.2642)
O (-16.8851, -16.6650, 5.1445)
O (-24.5081, -17.3857, 0.3531)
O (-18.0965, -10.8124, 7.4478)
O (-26.1705, -15.9151, 1.3407)
O (-23.8511, -17.5315, 7.2750)
O (-23.7008, -10.9471, 4.7055)
O (-15.9733, -15.0953, -1.6874)
O (-24.5548, -9.8790, 2.7164)
O (-22.8224, -15.8647, 8.8359)
O (-20.9169, -16.8023, -4.4622)
O (-19.2916, -10.1902, 0.6819)
O (-24.6045, -16.8115, 2.7681)
O (-22.0627, -19.7352, 3.6469)
O (-22.9255, -15.3972, -4.3859)
O (-16.3644, -14.3255, 0.6228)
O (-21.2193, -8.6925, 4.7670)
O (-18.7098, -12.2064, 5.5218)
O (-15.0707, -13.0046, -0.7443)
O (-20.2420, -11.7809, 7.1856)
O (-20.3721, -13.3793, 2.0503)
O (-19.7970, -19.8642, 4.6233)
O (-21.2995, -15.6030, -2.5650)
O (-21.8672, -20.7260, 5.6658)
O (-18.3614, -13.3274, 7.6386)
O (-17.5302, -8.4175, 0.1325)
O (-17.7538, -15.6334, 3.2107)
O (-22.4437, -10.9323, 2.5698)
O (-18.0313, -17.3955, -0.2209)
O (-21.1128, -6.3317, 3.9317)
O (-21.9835, -12.7326, -0.8694)
O (-19.2666, -7.2151, 5.2583)
O (-18.1117, -19.6639, -1.2417)
O (-24.3283, -15.1170, 7.0560)
O (-19.9154, -8.0125, -0.3522)
O (-18.5375, -9.6729, -1.5340)
O (-20.9061, -21.8580, 3.6453)
O (-24.4946, -12.3175, 2.9104)
O (-22.8058, -17.5032, -3.1129)
O (-20.0087, -18.2487, -1.4030)
O (-22.1080, -15.9656, 6.5765)
O (-20.0873, -15.5742, 1.4805)
C (-25.0563, -14.4969, -1.7687)
C (-19.8341, -11.6219, 4.9395)
C (-21.3754, -15.6647, 8.6850)
C (-19.2678, -13.4258, 1.1541)
C (-20.9406, -16.2158, 7.3949)
C (-15.3998, -11.2193, 5.3386)
C (-24.9948, -15.5012, 3.3459)
C (-19.9229, -15.4104, -2.9094)
C (-18.0648, -7.7046, 4.6832)
C (-17.3811, -8.9633, -2.0425)
C (-21.2853, -18.4831, -0.7042)
C (-20.9213, -12.0584, 5.8970)
C (-22.5197, -9.9616, 1.5678)
C (-24.8936, -13.4835, -2.9730)
C (-14.0786, -11.8452, 4.9062)
C (-16.5401, -8.8809, -0.7997)
C (-22.9437, -19.0029, 4.5348)
C (-18.0780, -17.0492, 3.1558)
C (-25.5557, -14.8632, 2.1134)
C (-17.2000, -17.7511, 4.2238)
C (-20.9237, -19.4216, 0.4499)
C (-23.1374, -20.0332, 5.5988)
C (-15.1183, -14.1126, 1.3418)
C (-23.5752, -9.0120, 1.9433)
C (-19.4896, -14.7112, 0.4833)
C (-19.8279, -15.8784, -4.3274)
C (-14.2556, -13.3214, 0.3180)
C (-18.3764, -7.6745, 3.1862)
H (-19.1077, -17.0747, 3.4647)
H (-18.3673, -13.3812, 1.8461)
H (-20.7686, -17.2631, 7.5690)
H (-22.7111, -10.4240, 0.5881)
H (-21.2440, -13.0597, 5.8015)
H (-17.1870, -7.1091, 4.9762)
H (-19.8400, -10.5454, 5.0396)
H (-25.9520, -14.2606, -1.1940)
H (-17.8401, -18.4605, 4.7722)
H (-16.1286, -12.0393, 5.2881)
H (-15.2639, -13.5165, 2.1899)
H (-17.9608, -8.7716, 4.9894)
H (-18.5998, -15.2935, 0.2170)
H (-18.1954, -6.6817, 2.8114)
H (-22.4226, -18.1310, 4.9514)
H (-24.1221, -8.4258, 1.1601)
H (-17.0463, -9.4400, -3.0083)
H (-25.6927, -12.7191, -3.0907)
H (-26.3447, -14.0867, 2.1036)
H (-21.3847, -19.2265, 1.4140)
H (-19.5097, -14.3968, -2.8434)
H (-16.2725, -18.2190, 3.9693)
H (-19.2279, -12.5585, 0.5203)
H (-21.2180, -14.5870, 8.6763)
H (-16.2650, -9.8815, -0.4726)
H (-24.6609, -13.9415, -3.9132)
H (-24.6832, -14.4753, 1.6140)
H (-23.8361, -18.7022, 4.0589)
H (-21.7291, -17.5238, -0.4163)
H (-13.4102, -13.8551, -0.1916)
H (-23.2899, -19.5250, 6.5577)
H (-19.4600, -16.1464, -2.2455)
H (-20.1038, -15.7241, 6.8689)
H (-23.9905, -15.1776, 3.5239)
H (-17.8036, -8.4257, 2.7044)
H (-21.0821, -20.4646, 0.0534)
H (-20.1120, -15.0295, -4.9403)
H (-13.9142, -12.8651, 5.0664)
H (-13.8410, -12.3378, 0.6161)
H (-23.8732, -20.7964, 5.4270)
H (-13.1656, -11.3592, 5.3355)
H (-23.0765, -8.3614, 2.6832)
H (-21.7388, -11.3313, 5.8411)
H (-15.6715, -8.1570, -0.7984)
H (-18.9282, -16.4209, -4.6805)
H (-14.5837, -14.9986, 1.6618)
H (-15.3417, -10.8190, 6.3092)
H (-17.6903, -7.9089, -2.2574)
H (-20.3070, -14.6106, -0.2738)
H (-21.9282, -19.0490, -1.4389)
H (-21.5531, -9.4911, 1.7131)
H (-25.6830, -15.6411, 4.2214)
H (-20.8708, -16.0533, 9.5725)
H (-25.0954, -15.5638, -2.1437)
H (-19.8502, -11.8855, 3.8711)
H (-17.9507, -17.4402, 2.1347)

Computed properties:
Frontier orbital gap, eV: 10.7
Energy above the lowest of the compared OMol25 structures with the same formula, charge and spin, kcal per mole: 26.7
Calculated total energy, a.u.: -10888.211552

Below is C19H21ClN2O4S in the gas phase in a non-equilibrium geometry, with properties calculated with ωB97M-V with the def2-TZVPD basis set.

Atoms and positions in Å:
Cl (7.6810, -0.1155, 3.5035)
S (2.2099, -1.3736, -0.7948)
O (1.0913, -2.2365, -1.0298)
O (-1.8358, 3.0870, -1.8454)
O (-4.4263, -0.7949, -0.9889)
O (3.2798, -1.3338, -1.7391)
N (2.7960, -1.8496, 0.7007)
N (-2.6868, 1.3744, -0.6567)
C (-1.6649, 2.1341, -1.1060)
C (1.5812, 0.2809, -0.5055)
C (6.2506, -0.6259, 2.6778)
C (3.9502, -1.4346, 1.3523)
C (-4.5057, 0.3072, -1.8750)
C (6.1799, -0.5296, 1.2964)
C (0.2739, 0.5259, -0.8726)
C (5.1838, -1.1326, 3.4022)
C (-3.1129, -1.0153, -0.5185)
C (-5.9494, 0.4336, -2.3366)
C (5.0365, -0.9351, 0.6351)
C (-3.1229, -2.2423, 0.3798)
C (0.5101, 2.7768, -0.0806)
C (4.0382, -1.5317, 2.7404)
C (-2.6198, 0.2375, 0.2304)
C (-4.0242, 1.5869, -1.1742)
C (2.3689, 1.2613, 0.0661)
C (-0.2814, 1.7806, -0.6446)
C (1.8231, 2.5188, 0.2755)
H (7.0188, -0.1441, 0.7389)
H (-3.7170, -2.0508, 1.2693)
H (-6.5951, 0.6100, -1.4808)
H (-3.5642, -3.0767, -0.1569)
H (-2.1070, -2.5001, 0.6647)
H (-0.2795, -0.2702, -1.3447)
H (3.3909, 1.0462, 0.3343)
H (-6.0460, 1.2572, -3.0375)
H (-6.2608, -0.4881, -2.8190)
H (-3.8460, 0.1187, -2.7403)
H (-3.2957, 0.4209, 1.0758)
H (2.0801, -2.2599, 1.2772)
H (2.4269, 3.2997, 0.7116)
H (3.2056, -1.9290, 3.3023)
H (0.0851, 3.7582, 0.0658)
H (-3.9901, 2.4241, -1.8717)
H (-2.4469, -1.1936, -1.3812)
H (4.9771, -0.8815, -0.4396)
H (5.2477, -1.2121, 4.4758)
H (-4.6990, 1.8235, -0.3441)
H (-1.6094, 0.0934, 0.6080)

Computed properties:
Frontier orbital gap, eV: 9.0
Structure (SMILES): C[C@@H]1CN(C(=O)c2cccc(S(=O)(=O)Nc3ccc(Cl)cc3)c2)C[C@H](C)O1
Energy above the lowest of the compared OMol25 structures with the same formula, charge and spin, kcal per mole: 14.9
Calculated total energy, a.u.: -2005.484464

Below is 2 unconnected molecules or ions with the total composition CH3NO5 in a non-equilibrium geometry, with properties calculated with ωB97M-V with the def2-TZVPD basis set.

Atoms and positions in Å:
O (0.0671, 1.4648, 0.5259)
O (-0.4739, -1.0727, -1.7182)
O (1.4888, 0.0415, -0.4081)
O (-0.0574, -1.0868, 1.3193)
O (-1.8963, 0.3725, -0.8046)
N (-0.8441, -0.2350, -0.9588)
C (0.2402, 0.2716, -0.0089)
H (1.8486, 0.4355, 0.3747)
H (0.5380, -1.7232, 0.9011)
H (-0.9109, 1.5320, 0.7775)

Computed properties:
Frontier orbital gap, eV: 10.1
Energy above the lowest of the compared OMol25 structures with the same formula, charge and spin, kcal per mole: 62.1
Calculated total energy, a.u.: -470.696877

Below is C12H7F3N4O2 in the gas phase in a non-equilibrium geometry, with properties calculated with ωB97M-V with the def2-TZVPD basis set.

Atoms and positions in Å:
F (5.3854, 0.2671, 0.9188)
F (4.6260, 0.5596, -1.1484)
F (4.0233, 1.9922, 0.4312)
O (-1.2021, -2.3967, -1.0215)
O (-2.3770, 3.6353, 0.6357)
N (-0.6512, -0.4011, 0.0383)
N (-0.9708, 0.9005, 0.2608)
N (-4.0288, 2.5643, -0.5413)
N (-4.3643, 1.2164, -0.8742)
C (0.7047, -0.7933, 0.3200)
C (1.0024, -2.0919, 0.8034)
C (3.1309, -0.2996, 0.4375)
C (4.3010, 0.6813, 0.1810)
C (3.3785, -1.6245, 0.8378)
C (-2.1780, 1.3487, -0.0888)
C (2.3057, -2.4997, 1.0596)
C (-2.8443, -0.7512, -1.0470)
C (-3.1765, 0.5057, -0.6895)
C (-2.8088, 2.6364, 0.0819)
C (-1.4983, -1.2526, -0.7073)
C (1.8123, 0.0937, 0.1983)
H (4.3957, -1.9792, 1.0261)
H (-3.5657, -1.3785, -1.5155)
H (1.5819, 1.1264, -0.0857)
H (-4.9465, 0.9423, -1.6896)
H (-4.7253, 3.2757, -0.2236)
H (2.4913, -3.5135, 1.3910)
H (0.1986, -2.7638, 1.0111)

Computed properties:
Frontier orbital gap, eV: 8.0
Structure (SMILES): O=c1[nH][nH]c2cc(=O)n(-c3cccc(C(F)(F)F)c3)nc12
Energy above the lowest of the compared OMol25 structures with the same formula, charge and spin, kcal per mole: 0.0
Calculated total energy, a.u.: -1130.558385

Below is a molecular structure, C53H27Cl2F3FeI4N4O4, with properties calculated with ωB97M-V with the def2-TZVPD basis set.

Atoms and positions in Å:
I (-6.9748, -6.2972, -2.3325)
I (5.5949, -6.4760, 3.5049)
I (5.6374, 7.5344, 3.1647)
I (-8.1291, 6.8190, 1.1522)
Fe (-0.3815, 0.5663, 0.0610)
Cl (-3.7160, 1.6231, -6.7254)
Cl (-1.8948, 4.5090, -2.5477)
F (3.8189, 2.2867, -1.7935)
F (3.1653, 0.6989, -3.1129)
F (4.2304, 0.2254, -1.2844)
O (1.3897, 1.9840, -0.7269)
O (-1.0642, 1.8933, -1.4939)
O (-0.7960, -0.8084, -1.7034)
O (1.5283, -0.2135, -0.8827)
N (-0.7977, 2.4618, 1.1537)
N (-0.7204, -1.4937, 0.8330)
N (-2.6281, 0.4803, 0.3050)
N (1.0974, 0.4837, 1.7261)
C (1.9609, 0.9432, -1.0750)
C (-5.5762, -4.6247, -0.2390)
C (-3.1796, 2.8336, 0.6862)
C (0.2421, -2.3285, 1.3205)
C (2.8258, 4.8336, 1.2841)
C (1.4735, 2.8758, 1.9939)
C (-6.5259, 4.3051, 1.6528)
C (-1.2495, -0.6359, -2.8248)
C (3.0120, 4.1171, 3.5631)
C (3.3110, 1.0484, -1.8189)
C (-0.1636, -3.7051, 1.2082)
C (-4.3258, 3.7879, 0.7673)
C (4.2751, 5.9971, 2.7911)
C (-1.7320, -2.3173, 0.4238)
C (-4.3350, 5.0142, 0.1077)
C (-0.3426, 4.5720, 1.9784)
C (-2.4061, 0.5343, -4.6090)
C (2.4973, -3.4541, 3.5463)
C (-2.1432, 2.9593, -3.2968)
C (3.2980, -3.5510, 1.2910)
C (2.4385, -2.9989, 2.2335)
C (-4.6998, 1.1843, -0.4308)
C (-1.3907, -3.6974, 0.6419)
C (-1.7769, 0.5866, -3.3539)
C (-4.6947, -3.6644, 0.2377)
C (-4.6267, -0.1420, -0.6828)
C (-3.4572, 1.5500, 0.2021)
C (-1.9331, 3.2328, 1.1412)
C (-1.6286, 1.7983, -2.6165)
C (3.3949, -4.4460, 3.9175)
C (3.9203, 5.1358, 3.8179)
C (-6.5032, 5.5209, 0.9875)
C (-5.4134, 5.8821, 0.2123)
C (2.4540, 3.9539, 2.2985)
C (3.7354, 5.8543, 1.5220)
C (-3.8841, -2.9420, -0.6318)
C (-3.3436, -0.5775, -0.1933)
C (-3.9746, -3.1959, -1.9958)
C (-2.9162, 1.6669, -5.1692)
C (0.1748, 3.2597, 1.6668)
C (-5.6483, -4.8595, -1.6042)
C (4.2037, -4.5427, 1.6460)
C (-5.4397, 3.4500, 1.5363)
C (3.1720, -0.2288, 2.4625)
C (3.1973, 1.1199, 2.4631)
C (1.8606, -0.6161, 2.0025)
C (-1.6562, 4.5436, 1.6856)
C (1.4683, -1.9310, 1.8412)
C (-4.8546, -4.1499, -2.4905)
C (1.8887, 1.5533, 2.0367)
C (-2.9415, -1.9013, -0.1192)
C (4.2418, -4.9833, 2.9594)
C (-2.7684, 2.8977, -4.5079)
H (-2.3756, 5.3280, 1.8471)
H (4.8705, -4.9622, 0.9054)
H (-4.9148, -4.3369, -3.5539)
H (-2.0124, -4.5426, 0.3949)
H (-3.4954, 5.2857, -0.5146)
H (-2.4819, -0.4162, -5.1250)
H (4.0242, 1.7634, 2.7125)
H (-4.6318, -3.4693, 1.3011)
H (-3.1397, 3.8044, -4.9661)
H (-3.3488, -2.6362, -2.6799)
H (-7.3765, 4.0249, 2.2587)
H (3.2594, -3.1935, 0.2690)
H (-5.4033, 6.8248, -0.3175)
H (4.3423, 5.2555, 4.8063)
H (3.9661, -0.9074, 2.7283)
H (-1.2722, -1.5000, -3.5149)
H (2.7222, 3.4461, 4.3622)
H (1.8324, -3.0228, 4.2845)
H (4.0239, 6.5232, 0.7229)
H (-6.2010, -5.1805, 0.4466)
H (-5.4502, 2.5012, 2.0579)
H (-5.5083, 1.8590, -0.6599)
H (0.2163, 5.3803, 2.4206)
H (2.4093, 4.6932, 0.2939)
H (3.4332, -4.7931, 4.9409)
H (-5.3708, -0.7716, -1.1436)
H (0.4178, -4.5567, 1.5224)

Computed properties:
Frontier orbital gap (alpha / beta), eV: 5.8 / 6.0
Net charge: -1
2S+1: 6
Calculated total energy, a.u.: -6230.564151